{
  "formula": "C22H42N2O8",
  "method": "ωB97M-V with the def2-TZVPD basis set",
  "orbital_gap_ev": 9.7,
  "total_energy_ev": -42855.89379,
  "e_above_lowest_kj_mol": 27.0,
  "total_charge": 0,
  "lumo_ev": 0.8,
  "homo_energy_ev": -8.85,
  "smiles": "CCCCOC(=O)N1CCOCCOCCN(C(=O)OCCCC)CCOCCOCC1",
  "species": ["C", "C", "C", "C", "H", "H", "O", "C", "O", "N", "C", "H", "H", "C", "O", "C", "C", "O", "C", "H", "C", "N", "C", "O", "O", "C", "C", "C", "C", "H", "H", "H", "H", "H", "H", "H", "H", "H", "C", "H", "H", "C", "H", "O", "C", "C", "O", "C", "C", "H", "H", "H", "H", "H", "H", "H", "H", "H", "H", "H", "H", "H", "H", "H", "H", "H", "H", "H", "H", "H", "H", "H", "H", "H"],
  "positions_angstrom": [[4.2289, -4.2494, 1.5776], [3.9805, -3.2300, 2.6835], [2.5451, -3.2494, 3.2118], [1.5041, -2.8473, 2.1687], [1.5357, -3.5146, 1.3031], [0.5026, -2.8685, 2.6091], [1.7163, -1.5086, 1.7274], [2.1337, -1.3352, 0.4627], [2.3096, -2.2370, -0.3322], [2.3481, -0.0293, 0.1724], [1.9539, 1.0300, 1.0782], [2.3953, 0.8524, 2.0633], [2.3311, 1.9695, 0.6731], [0.4248, 1.1193, 1.2373], [0.0412, 2.1026, 2.1673], [-0.1783, 3.4029, 1.6518], [-1.4081, 4.0238, 2.3305], [-2.6344, 3.5239, 1.8447], [-2.9999, 2.2531, 2.3617], [-3.5084, 2.3932, 3.3279], [-3.9594, 1.5439, 1.4036], [-3.3115, 0.9949, 0.2250], [-2.5816, -0.1315, 0.3943], [-2.4795, -0.7069, 1.4543], [-1.9961, -0.5620, -0.7499], [-1.3422, -1.8324, -0.6793], [-1.7133, -2.6686, -1.8993], [-0.9985, -2.2091, -3.1722], [0.4359, -2.7211, -3.2481], [1.0056, -2.4614, -2.3595], [0.4402, -3.8048, -3.3419], [0.9431, -2.3030, -4.1149], [-1.0106, -1.1175, -3.2110], [-1.5501, -2.5724, -4.0426], [-1.4558, -3.7087, -1.6955], [-2.7953, -2.6062, -2.0363], [-1.6566, -2.3260, 0.2457], [-0.2629, -1.6643, -0.6337], [-3.5456, 1.6140, -1.0586], [-4.6198, 1.8070, -1.1617], [-3.2437, 0.9105, -1.8350], [-2.8055, 2.9503, -1.2322], [-2.9551, 3.5616, -0.3386], [-1.4104, 2.8373, -1.3581], [-0.9464, 2.3047, -2.5766], [0.5226, 2.7104, -2.7495], [1.4063, 2.1141, -1.8388], [1.6947, 0.7564, -2.0982], [2.8106, 0.2995, -1.1565], [3.5572, 1.0942, -1.0859], [3.2692, -0.6035, -1.5652], [2.0289, 0.6445, -3.1416], [0.8124, 0.1230, -1.9486], [0.8312, 2.4869, -3.7828], [0.6073, 3.7849, -2.5687], [-1.0476, 1.2113, -2.5899], [-1.5242, 2.7182, -3.4171], [-3.2208, 3.4673, -2.1116], [-4.7285, 2.2437, 1.0756], [-4.4209, 0.7173, 1.9529], [-2.1205, 1.6267, 2.5190], [-1.4280, 5.0953, 2.1141], [-1.3362, 3.8741, 3.4150], [0.6960, 4.0380, 1.8561], [-0.3487, 3.3657, 0.5714], [-0.0347, 1.3139, 0.2618], [0.0502, 0.1727, 1.6358], [2.2946, -4.2521, 3.5633], [2.4676, -2.5616, 4.0563], [4.6534, -3.4330, 3.5205], [4.2112, -2.2294, 2.3109], [5.2874, -4.2805, 1.3291], [3.9218, -5.2433, 1.8974], [3.6806, -3.9847, 0.6775]],
  "forces_ev_per_a": [[0.0, 0.2, 0.1], [-0.2, -0.2, 0.0], [0.0, 0.4, -0.3], [-0.1, -0.7, 0.2], [-0.1, 0.1, 0.1], [0.1, 0.0, -0.1], [0.1, 0.3, 0.1], [0.2, 0.1, -0.1], [0.0, -0.3, -0.1], [-0.1, 0.0, 0.1], [-0.4, 0.2, 0.5], [0.0, 0.1, -0.1], [0.0, 0.0, 0.1], [0.2, -0.3, -0.1], [0.0, 0.1, 0.2], [-0.3, 0.3, 0.2], [0.5, -0.1, -0.2], [-0.1, -0.2, -0.2], [-0.3, -0.2, 0.1], [0.0, 0.0, -0.1], [0.3, 0.1, 0.5], [0.1, 0.1, -0.1], [-0.1, -0.1, -0.2], [0.1, -0.1, 0.4], [-0.1, 0.3, -0.2], [0.0, -0.7, 0.2], [0.1, 0.5, 0.0], [0.0, -0.2, 0.1], [-0.2, 0.2, 0.0], [0.1, 0.0, 0.1], [0.1, -0.1, 0.0], [0.1, 0.0, -0.1], [-0.1, 0.1, -0.1], [0.0, 0.1, 0.0], [0.0, -0.1, 0.0], [0.0, -0.1, 0.1], [0.1, 0.1, -0.2], [0.0, 0.0, 0.0], [0.3, 0.3, -0.3], [0.1, 0.0, 0.0], [-0.1, 0.1, 0.0], [-0.4, -0.1, 0.0], [-0.1, 0.0, -0.2], [0.3, -0.1, 0.1], [0.4, 0.0, -0.1], [-0.5, 0.1, -0.1], [0.1, -0.1, 0.3], [0.3, -0.1, 0.0], [-0.2, -0.1, -0.4], [0.0, 0.0, 0.0], [0.0, 0.2, 0.0], [0.0, 0.0, 0.1], [0.0, 0.0, 0.0], [0.0, 0.0, 0.1], [-0.1, -0.1, -0.1], [0.0, 0.1, 0.0], [0.1, 0.0, 0.0], [0.0, 0.0, 0.1], [0.0, 0.0, 0.0], [-0.1, 0.2, 0.0], [-0.1, 0.0, 0.0], [0.1, 0.0, 0.1], [0.0, 0.1, 0.0], [-0.1, 0.0, 0.0], [0.0, 0.0, 0.1], [0.0, 0.0, 0.0], [0.0, 0.1, -0.2], [-0.1, 0.0, 0.1], [-0.1, -0.1, 0.1], [0.0, 0.1, 0.0], [0.1, 0.1, 0.1], [0.1, -0.1, -0.1], [0.0, -0.2, 0.0], [0.0, 0.0, -0.1]]
}

***

{
  "formula": "C22H42NP3RuSSe",
  "method": "ωB97M-V with the def2-TZVPD basis set",
  "orbital_gap_ev": [3.9, 4.7],
  "total_energy_ev": -131571.38228,
  "e_above_lowest_kj_mol": 258.8,
  "spin_multiplicity": 5,
  "total_charge": 4,
  "lumo_ev": [-15.2, -15.1],
  "homo_energy_ev": [-19.10, -19.76],
  "species": ["Ru", "P", "P", "P", "H", "C", "C", "H", "C", "C", "C", "C", "C", "C", "C", "C", "C", "H", "H", "H", "H", "H", "H", "H", "H", "H", "H", "H", "H", "H", "H", "H", "H", "H", "H", "H", "H", "H", "H", "H", "H", "H", "H", "H", "H", "H", "C", "C", "C", "C", "C", "C", "Se", "H", "H", "H", "H", "H", "H", "S", "C", "N", "C", "C", "C", "C", "H", "H", "H", "H", "H"],
  "positions_angstrom": [[0.6820, -0.6182, -0.6265], [2.8120, -1.4603, -0.8905], [0.0631, 0.9515, -2.1794], [0.2710, -1.4593, 1.4438], [-2.6186, 3.0563, 1.6474], [-2.6884, 2.0074, 1.9723], [-2.3517, 1.7506, 3.3544], [-1.8420, 2.5116, 3.9404], [2.9990, -3.2004, -1.4570], [3.6788, -0.5288, -2.1971], [3.9705, -1.4278, 0.5283], [-1.2408, 2.0283, -1.4999], [1.3348, 2.1184, -2.7773], [-0.6433, 0.3572, -3.7634], [-1.4721, -1.3470, 1.9561], [1.1696, -0.8020, 2.8909], [0.6126, -3.2560, 1.5144], [-3.6157, 1.5366, 1.6049], [-2.7479, 0.8689, 3.8549], [4.0729, -3.4263, -1.5199], [2.5445, -3.3362, -2.4469], [2.5296, -3.8977, -0.7534], [4.5866, -1.0827, -2.4728], [3.9579, 0.4658, -1.8285], [3.0361, -0.4338, -3.0807], [4.8419, -2.0435, 0.2649], [3.5064, -1.8459, 1.4291], [4.3028, -0.4032, 0.7340], [-1.5945, 2.7237, -2.2732], [-0.8523, 2.5996, -0.6465], [-2.0783, 1.4081, -1.1589], [1.0482, 2.4475, -3.7852], [2.3125, 1.6283, -2.8310], [1.4030, 2.9922, -2.1192], [-0.5993, 1.1765, -4.4945], [-1.6844, 0.0407, -3.6391], [-0.0624, -0.4928, -4.1436], [-1.7092, -2.1856, 2.6248], [-2.1252, -1.4113, 1.0770], [-1.6679, -0.3994, 2.4747], [1.1751, -1.5641, 3.6836], [0.6630, 0.0960, 3.2629], [2.2017, -0.5387, 2.6347], [0.4086, -3.6011, 2.5376], [1.6584, -3.4714, 1.2619], [-0.0451, -3.7891, 0.8151], [-1.9073, -2.5430, -1.2668], [-2.8931, -1.5557, -1.3778], [-4.1383, -1.7642, -0.7774], [-4.4148, -2.9798, -0.1386], [-3.4510, -3.9977, -0.1138], [-2.2028, -3.7961, -0.7040], [-0.0550, -2.1995, -1.8397], [-1.7271, 1.3514, 1.2585], [-2.6673, -0.6352, -1.9183], [-4.8947, -0.9788, -0.8291], [-5.3911, -3.1412, 0.3230], [-3.6717, -4.9543, 0.3596], [-1.4474, -4.5829, -0.7289], [2.0113, 1.2392, 0.4174], [1.2606, 2.7259, 0.8343], [1.6160, 3.8431, 0.1003], [1.0131, 5.0585, 0.2830], [0.0732, 5.1961, 1.2807], [-0.2279, 4.1101, 2.1159], [0.3984, 2.8879, 1.9122], [2.3393, 3.7362, -0.6114], [1.3313, 5.8514, -0.3892], [-0.4303, 6.1508, 1.4226], [-0.9536, 4.2160, 2.9188], [0.2265, 2.0190, 2.5450]],
  "forces_ev_per_a": [[2.6, 5.7, 2.7], [3.1, -1.7, -0.7], [-1.3, 1.3, -1.9], [-1.0, -1.6, 2.4], [0.2, -0.4, 0.2], [1.7, -1.1, -1.1], [-1.4, 0.6, -1.5], [0.3, -0.3, 0.1], [-0.3, 0.1, 0.0], [0.0, 0.1, 0.0], [-0.2, 0.2, 0.2], [-0.1, 0.1, 0.1], [0.3, -0.1, 0.1], [0.1, 0.0, 0.1], [-0.4, -0.2, 0.0], [0.3, 0.0, 0.0], [0.0, 0.0, -0.1], [0.4, -0.2, 0.3], [0.3, -0.1, 0.1], [-0.3, 0.1, 0.0], [0.2, 0.0, 0.2], [0.1, 0.1, -0.2], [-0.2, 0.1, 0.0], [0.0, -0.2, -0.1], [0.2, -0.1, 0.1], [-0.2, 0.2, 0.0], [0.2, 0.0, -0.2], [-0.1, -0.2, 0.0], [0.0, -0.1, 0.2], [-0.1, -0.1, -0.2], [0.1, 0.1, -0.2], [0.1, 0.0, 0.3], [-0.2, 0.2, 0.0], [-0.1, -0.4, -0.4], [-0.1, -0.2, 0.2], [0.2, 0.0, -0.1], [-0.1, 0.3, 0.0], [0.0, 0.3, 0.0], [0.1, 0.0, 0.2], [0.2, -0.5, -0.1], [-0.1, 0.2, -0.2], [0.2, -0.2, -0.1], [-0.3, -0.1, 0.2], [0.1, 0.0, -0.2], [-0.2, 0.1, 0.1], [0.2, 0.1, 0.2], [-0.8, -0.5, 0.2], [0.5, 0.2, 0.2], [0.1, -0.2, -0.2], [0.2, 0.0, 0.0], [-0.2, 0.2, -0.1], [0.5, 0.4, -0.1], [-2.9, -4.2, -2.9], [-2.4, 1.6, 2.1], [-0.2, -0.2, 0.3], [0.2, -0.3, -0.1], [0.3, 0.0, -0.1], [0.0, 0.2, -0.2], [-0.3, 0.1, 0.1], [0.3, -0.9, -0.2], [0.4, 1.3, -0.5], [-1.1, 0.0, 1.0], [0.6, -0.8, 0.0], [-0.4, 0.2, 0.2], [0.5, 0.2, -0.3], [-0.1, 0.1, -0.3], [-0.1, 0.1, 0.2], [-0.1, 0.0, 0.2], [0.2, -0.2, -0.1], [0.2, 0.3, -0.1], [0.1, 0.3, -0.2]]
}